[1]
An isolated molecule of C3H6N4S. Source: OMol25; level of theory: ωB97M-V/def2-TZVPD.

The geometry in XYZ format:
```
14
Properties=species:S:1:pos:R:3:forces:R:3
H -2.520806 0.177044 0.346743 0.998 0.162 -0.546
N -1.634071 0.263291 -0.209628 -2.072 -0.661 1.089
C -0.633811 -0.214915 0.416322 -2.607 -0.713 1.641
N -0.533104 -0.775925 1.741454 -2.052 0.132 2.654
S 1.091230 -0.748418 2.359055 0.197 0.434 -1.524
C 1.558406 0.334649 0.913798 -2.467 1.952 0.697
C 0.621786 -0.099989 -0.233217 1.441 1.428 -1.589
N 0.772780 0.211981 -1.509411 0.730 -1.318 0.500
N -0.076630 0.056832 -2.527317 -5.031 -0.997 1.782
H -1.247242 -0.734021 2.689789 2.098 0.370 -4.463
H 2.609666 0.219602 0.771558 0.650 0.650 -0.235
H 1.030355 1.461231 1.215686 2.354 -2.798 -0.752
H -1.220000 -0.210272 -2.491555 4.272 0.959 0.972
H 0.181439 0.058911 -3.483277 1.490 0.399 -0.226
```
Forces are in eV/Å.

LUMO level	0.396	eV
total charge	0
frontier orbital gap	8.45	eV
SMILES	[H]/N=C1\NSC\C1=N\N
energy relative to the best compared isomer or geometry (same formula, charge and spin)	109.0	kcal per mole
maximum force	5.43	eV Å⁻¹


[2]
A structure of composition C7H8N3O2S. Source: OMol25; level of theory: ωB97M-V/def2-TZVPD.

The geometry in XYZ format:
```
21
Properties=species:S:1:pos:R:3:forces:R:3
C 1.787208 2.870881 0.158583 -0.439 0.760 0.013
C 0.567854 3.381116 0.489786 -0.032 -0.196 -0.003
C 0.702665 0.977510 0.307216 -1.022 0.995 0.609
C -0.354956 -0.717285 -1.621041 2.459 0.868 3.501
C -1.649891 -1.372774 0.175698 -0.194 -0.134 -0.671
C 0.473840 -0.452342 0.146272 -0.926 -1.041 -4.038
C 1.683249 -1.337065 0.230374 -0.224 -0.005 0.102
N 1.838253 1.531446 0.053605 0.348 -1.066 -0.085
N -1.532425 -1.278083 -1.167348 -0.853 -0.285 -0.068
N -2.711219 -1.874491 0.763159 0.149 0.128 0.164
O 0.052351 -0.477129 -2.690005 -0.362 -0.145 -0.181
O -0.660152 -0.959426 0.887197 -0.079 0.124 0.632
S -0.575931 2.123853 0.704235 0.747 -0.425 -0.207
H 2.676844 3.437820 -0.040853 0.109 0.217 0.028
H 0.272383 4.402164 0.626549 0.037 0.228 0.055
H 1.527920 -2.296952 -0.256183 -0.065 -0.057 0.027
H 1.945574 -1.499498 1.272827 0.103 0.010 0.126
H 2.500418 -0.814265 -0.257714 0.051 0.002 -0.012
H -2.278224 -1.544976 -1.803609 0.038 -0.015 0.105
H -3.517434 -2.194195 0.247265 0.100 0.024 -0.025
H -2.748327 -1.906309 1.773987 0.056 0.012 -0.070
```
Forces are in eV/Å.

LUMO level	-3.623	eV
total charge	+1
frontier orbital gap	8.72	eV
energy relative to the best compared isomer or geometry (same formula, charge and spin)	0.0	kcal per mole
maximum force	4.37	eV Å⁻¹


[3]
An isolated molecule of C4H11NO. Source: OMol25; level of theory: ωB97M-V/def2-TZVPD.

The geometry in XYZ format:
```
17
Properties=species:S:1:pos:R:3:forces:R:3
C 0.631767 -0.925433 -0.999644 0.790 0.062 -0.356
C -0.117278 -0.184482 0.095296 -0.425 -0.488 -0.476
C -1.325511 -0.975406 0.592208 -0.350 0.508 0.398
C 0.779764 0.199776 1.239719 0.701 0.371 0.581
O -0.748718 0.984102 -0.473706 0.281 0.091 -0.165
N 0.245696 1.894810 -0.958671 -0.606 1.040 0.584
H 1.178406 -1.802665 -0.586162 -0.371 0.545 -0.337
H 1.361855 -0.242777 -1.507883 -0.494 -0.614 0.600
H -0.078978 -1.251664 -1.761584 0.060 -0.157 0.040
H -2.020817 -1.256172 -0.198685 0.124 0.189 -0.175
H -1.062709 -1.883518 1.113347 0.387 -0.278 0.143
H -1.862831 -0.337825 1.313188 0.051 -0.238 -0.252
H 1.299327 -0.687313 1.675128 -0.618 0.628 -0.154
H 1.569811 0.891497 0.899898 -0.317 -0.308 0.039
H 0.173407 0.745923 1.986435 0.391 -0.439 -0.056
H -0.038745 2.779706 -0.491127 0.469 -0.707 -0.413
H 0.015553 2.051440 -1.937758 -0.073 -0.205 -0.002
```
Forces are in eV/Å.

LUMO level	1.046	eV
total charge	0
frontier orbital gap	10.89	eV
SMILES	CC(C)(C)ON
energy relative to the best compared isomer or geometry (same formula, charge and spin)	47.0	kcal per mole
maximum force	1.34	eV Å⁻¹


[4]
An isolated molecule of F2HISi. Source: OMol25; level of theory: ωB97M-V/def2-TZVPD.

The geometry in XYZ format:
```
5
Properties=species:S:1:pos:R:3:forces:R:3
F -1.138258 -1.696487 1.322625 -0.216 -0.283 1.461
Si -1.284566 -0.908319 -0.013636 2.031 2.013 0.398
F -1.069418 -2.092569 -1.007682 -0.326 -0.229 -1.339
I -3.379674 0.311873 0.022123 0.356 -0.354 -0.247
H -0.000882 0.072960 -0.038017 -1.846 -1.147 -0.273
```
Forces are in eV/Å.

LUMO level	0.251	eV
total charge	0
frontier orbital gap	10.85	eV
SMILES	F[SiH](F)I
energy relative to the best compared isomer or geometry (same formula, charge and spin)	2.7	kcal per mole
maximum force	2.89	eV Å⁻¹


[5]
The ion C5H8N with charge +1. Source: OMol25; level of theory: ωB97M-V/def2-TZVPD.

The geometry in XYZ format:
```
14
Properties=species:S:1:pos:R:3:forces:R:3
C -2.339269 -1.012431 0.014215 -0.229 -0.465 0.036
C -1.690599 0.094363 -0.020922 -1.586 1.059 0.059
C -1.092023 1.275263 -0.014433 -1.002 -0.460 -0.044
C 0.312540 1.163015 0.023095 0.463 -0.752 -0.061
N 0.784473 -0.035002 -0.040213 1.377 0.300 -0.006
C 2.179015 -0.388703 -0.001397 0.935 -0.313 -0.014
H -2.627024 -1.560530 -0.871756 0.063 0.070 -0.279
H -2.649837 -1.460159 0.949229 0.068 0.065 0.233
H -1.624727 2.209807 -0.031904 -0.029 0.126 0.005
H 0.982960 2.009024 0.103285 0.110 -0.074 0.006
H 0.135697 -0.817534 -0.130341 0.064 0.285 0.030
H 2.478211 -0.838147 -0.951749 -0.069 0.080 0.071
H 2.351665 -1.126045 0.785634 -0.044 0.121 -0.029
H 2.798916 0.487078 0.187261 -0.120 -0.042 -0.006
```
Forces are in eV/Å.

LUMO level	-5.239	eV
total charge	+1
frontier orbital gap	9.56	eV
SMILES	C=C=C/C=[NH+]/C
energy relative to the best compared isomer or geometry (same formula, charge and spin)	48.1	kcal per mole
maximum force	1.91	eV Å⁻¹


[6]
A structure of composition C17H22AlBBr2ClF6Mg2N2O8PS. Source: OMol25; level of theory: ωB97M-V/def2-TZVPD.

The geometry in XYZ format:
```
64
Properties=species:S:1:pos:R:3:forces:R:3
O 0.656779 -2.153405 -6.537742 1.252 0.255 3.212
P 1.825804 -1.368588 -5.592027 0.746 0.694 -3.287
Br 3.535675 -2.819583 -5.168463 -1.359 0.345 0.336
S 0.896771 -0.828616 -3.678988 -1.510 -1.876 1.086
C 2.194187 -1.170270 -2.362138 1.366 -0.735 1.421
O 1.922992 -0.557376 -1.115795 0.668 1.435 -1.817
C 2.217637 0.830442 -0.982383 -0.895 3.353 3.448
C 1.541719 1.513491 0.131125 1.224 -0.271 -1.793
C 1.771190 3.000712 0.468853 1.667 0.017 -2.074
C 2.713830 3.833990 -0.338074 -1.283 -3.440 -0.621
C 3.405377 3.190535 -1.469076 -0.456 0.733 2.352
C 3.181262 1.702334 -1.817641 -2.079 0.133 -1.306
H 0.227998 -2.821472 -5.962497 -0.200 -0.082 -0.681
H 0.633196 0.536463 -3.766730 1.087 -0.284 -0.077
H 2.102268 -2.284975 -2.184687 -0.220 1.312 -0.333
H 3.251396 -1.018570 -2.732176 -1.290 0.363 0.126
H 0.812472 0.914496 0.771077 1.059 0.937 -0.755
H 1.226392 3.484793 1.348616 0.650 -1.176 -1.032
H 2.870076 4.910983 -0.090813 -0.086 -1.205 -0.365
H 4.118941 3.828459 -2.093626 -0.524 -0.959 -0.023
H 3.765516 1.272115 -2.664975 0.740 0.151 1.895
N -1.072955 -4.472634 -9.791740 -1.440 0.599 0.346
C -2.124912 -4.333069 -10.661750 -0.307 -0.168 -0.194
C -2.753050 -3.151720 -10.370220 0.879 -0.852 0.202
C -2.054224 -2.549656 -9.288121 0.071 0.017 0.055
C -1.023171 -3.382110 -8.953434 -0.081 0.053 0.269
H -0.428472 -5.264309 -9.768190 -2.576 -1.011 1.935
H -2.332187 -5.084734 -11.406739 -0.022 0.054 0.035
H -3.618542 -2.762179 -10.878609 0.926 -1.664 -0.145
H -2.285008 -1.608567 -8.810636 0.025 -0.024 -0.024
H -0.261668 -3.300432 -8.198434 -0.026 0.017 -0.144
Cl 2.024823 2.075994 -3.543524 -0.310 0.818 0.203
Mg 0.823664 -4.849743 -10.647721 4.028 0.614 -2.476
O 4.418743 4.590139 -3.725465 -0.314 -0.528 0.801
H 3.782438 4.446246 -4.433553 -0.053 0.063 -0.118
O 0.656318 -0.750504 2.210847 -0.108 -0.024 -0.546
H 1.242535 -1.101602 1.532806 0.067 -0.143 0.198
H 0.495246 -1.513766 2.796359 0.137 0.169 0.253
F -1.166068 4.168690 5.342231 0.310 -1.365 -0.675
Al -0.490522 2.742382 4.558746 0.672 -0.086 0.355
F -1.721463 1.489795 4.486290 0.394 1.195 0.361
F 0.872985 2.171034 5.479859 -1.310 0.639 -0.901
F 0.033810 3.154814 2.932578 -0.407 -0.214 0.937
B 0.225527 -1.435477 7.278573 -0.835 0.486 1.290
O -0.096680 -1.791591 5.879336 0.600 -0.255 -0.161
C 0.998270 -2.279507 5.331253 -1.757 0.197 -0.986
O 1.074761 -2.664913 4.190057 0.200 -0.140 -0.247
C 2.099296 -2.275113 6.331644 1.617 0.052 1.529
O 3.223377 -2.655146 6.148094 -0.049 -0.108 -0.316
O 1.649118 -1.779194 7.473090 -0.262 -0.125 -0.601
F -0.584270 -2.180657 8.174658 0.345 0.520 -0.524
F 0.023614 -0.048444 7.478631 -0.237 -0.483 0.096
Mg -4.486230 -1.253494 -10.784393 -1.527 2.306 -0.026
N -3.618722 1.917940 7.016242 -0.608 -1.734 -0.339
C -4.856411 2.154463 7.490414 0.320 -1.282 0.596
C -4.801365 2.114231 8.890891 0.042 -1.591 0.275
C -3.457594 1.836559 9.254586 -3.583 1.012 1.650
C -2.742014 1.734025 8.073157 1.364 2.593 -3.544
H -3.360177 1.880761 6.031243 0.477 -0.029 0.012
H -5.680364 2.330993 6.818474 -0.016 0.073 0.083
H -5.636015 2.259975 9.559044 0.146 0.044 -0.052
H -3.059979 1.721878 10.250144 0.068 0.046 -0.066
H -1.693621 1.528577 7.885095 0.105 -0.383 -0.006
Br -3.110322 4.174106 8.206349 2.480 0.944 0.896
```
Forces are in eV/Å.

LUMO level	-4.267	eV
total charge	0
frontier orbital gap	2.76	eV
maximum force	4.89	eV Å⁻¹


[7]
An isolated molecule of C5H12N2SSi. Source: OMol25; level of theory: ωB97M-V/def2-TZVPD.

The geometry in XYZ format:
```
21
Properties=species:S:1:pos:R:3:forces:R:3
C -0.174670 -0.290542 -0.661023 -1.811 0.400 1.392
C 1.614960 -0.707396 -2.159976 -1.410 0.150 -0.061
C 0.470094 -1.547532 -2.745565 1.049 -2.665 -0.876
C 1.023355 1.080179 1.997622 -1.501 -1.155 0.910
C -1.585575 -0.628592 1.869208 -0.977 2.766 -1.073
N 1.135929 -0.045743 -1.040757 2.340 1.543 -0.052
N -1.271309 2.197563 0.737339 0.277 -0.807 0.215
Si -0.453654 0.638139 0.955285 -1.908 -1.072 -0.460
S -1.033568 -1.386273 -1.710708 1.652 0.596 0.272
H 2.489411 -1.222257 -1.778157 0.395 -0.738 -0.530
H 1.934314 0.026117 -2.897853 0.377 0.134 -0.257
H 0.210499 -1.235082 -3.760038 0.031 -0.066 0.122
H 0.884953 -2.637067 -2.821991 -1.303 1.647 0.166
H 2.013760 0.833304 1.727740 0.994 0.071 -0.624
H 0.841953 2.109931 2.281226 0.411 0.179 0.032
H 0.796119 0.437095 2.874641 0.294 0.459 0.004
H -2.593485 -0.732617 1.410317 0.788 -0.194 -0.050
H -1.104288 -1.531334 2.039513 0.785 -1.820 0.187
H -1.782896 -0.155361 2.798997 -0.271 0.229 1.337
H -1.232452 2.393871 -0.244016 -0.382 0.528 -0.432
H -2.183450 2.403595 1.128196 0.168 -0.185 -0.220
```
Forces are in eV/Å.

LUMO level (spin up / spin down)	0.666 / -2.052	eV
total charge	0
frontier orbital gap (spin up / spin down)	6.40 / 7.11	eV
2S+1	3
maximum force	3.12	eV Å⁻¹


[8]
A structure of composition C14H17INO7P2S4SbTc. Source: OMol25; level of theory: ωB97M-V/def2-TZVPD.

The geometry in XYZ format:
```
48
Properties=species:S:1:pos:R:3:forces:R:3
Tc 0.844887 -0.534605 0.663638 -0.413 0.499 -0.040
I 0.499288 1.588422 2.226579 0.564 -0.370 0.247
C -0.544349 2.569795 0.751499 -0.002 0.082 -0.028
C -1.111589 3.799687 1.013465 -0.107 0.075 -0.188
C -1.788355 4.450391 -0.012006 0.041 -0.083 0.062
C -1.877564 3.823421 -1.246080 -0.034 0.031 -0.057
C -1.299384 2.583101 -1.488992 -0.028 -0.074 -0.108
C -1.472468 1.929518 -2.778860 -0.100 0.111 0.080
C -0.881916 0.774463 -3.069669 0.112 -0.065 -0.013
C 0.082983 0.135040 -2.127760 -0.018 0.081 -0.024
C 0.020141 0.595363 -0.705304 0.368 0.097 0.240
C -0.574505 1.896259 -0.474607 -0.121 0.080 -0.242
H -1.023003 4.252068 1.993296 0.003 -0.020 -0.002
H -2.238992 5.418975 0.157334 0.002 0.001 -0.016
H -2.415156 4.305099 -2.056093 -0.002 -0.005 0.010
H -2.126856 2.409045 -3.500254 0.016 0.004 0.012
H -1.026262 0.300249 -4.034221 0.004 -0.003 0.015
H 0.000942 -0.945519 -2.186682 0.010 -0.027 -0.021
O 2.952423 0.243722 0.026538 0.177 -0.190 -0.166
P 3.242028 -1.115744 -0.753646 0.037 -0.114 0.114
O 4.355966 -1.878023 -0.131394 -0.212 0.127 -0.176
O 1.819629 -1.735639 -0.792924 0.346 0.139 -0.099
O 3.593886 -0.742088 -2.263537 0.018 -0.054 -0.042
P 2.448852 -0.499076 -3.401670 0.059 -0.179 -0.010
O 1.743624 -1.919588 -3.516579 0.005 0.031 -0.207
O 3.027579 -0.043874 -4.657344 -0.015 0.024 0.128
O 1.454070 0.464835 -2.679925 -0.259 0.181 -0.091
H 3.682958 0.448998 0.780071 -0.121 0.190 -0.109
H 1.550169 -2.263214 -2.626756 0.000 -0.021 0.142
S 4.828960 0.738394 2.157127 0.105 0.068 0.170
Sb 4.868280 -1.549723 2.364026 -0.034 -0.098 0.158
S 2.379045 -2.049400 2.233769 0.095 -0.155 0.044
S 2.125578 -1.413197 4.209862 0.055 0.156 -0.079
S 4.059465 -1.829309 4.829792 -0.009 0.007 0.001
C -2.017432 -2.478600 2.743290 0.091 -0.040 0.059
C -1.858847 -1.662615 1.466067 -0.047 0.060 -0.283
C -2.363112 -2.435923 0.247664 0.020 -0.055 -0.033
C -2.584820 -0.321642 1.572609 -0.020 0.025 -0.032
N -0.448725 -1.417016 1.237340 -0.467 -0.474 0.564
H -3.075064 -2.679292 2.927005 0.011 -0.005 0.016
H -1.606324 -1.934932 3.595998 -0.027 0.003 -0.017
H -1.481948 -3.425487 2.661466 -0.026 0.003 -0.010
H -3.424196 -2.661644 0.370888 0.011 -0.004 -0.021
H -1.812197 -3.370999 0.134535 -0.016 0.006 0.002
H -2.228519 -1.840004 -0.656890 -0.011 0.010 0.017
H -3.660806 -0.494500 1.646982 0.011 0.011 0.000
H -2.380769 0.291104 0.692259 -0.042 -0.048 0.027
H -2.257602 0.223691 2.458110 -0.030 -0.018 0.010
```
Forces are in eV/Å.

LUMO level (spin up / spin down)	1.806 / 1.806	eV
total charge	-1
frontier orbital gap (spin up / spin down)	6.47 / 6.47	eV
energy relative to the best compared isomer or geometry (same formula, charge and spin)	35.4	kcal per mole
maximum force	0.87	eV Å⁻¹


no.,energy (eV)
1,-19999.6082
2,-26782.2543
3,-7862.5142
4,-21433.5802
5,-6796.0010
6,-244540.3158
7,-27069.6706
8,-109382.4603